The following is a quantum chemistry calculation of a cluster of 2 separate species, C2H3Br2NO2 in total, from OMol25.

Properties
* energy above the lowest of the compared OMol25 structures with the same formula, charge and spin: 2.775 eV
* LUMO (spin up / spin down): -2.12 / -3.79 eV
* DFT total energy: -147787.1809 eV

Each line ends with the natural charge from an NBO analysis.
Atoms and positions in Å:
1 Br 2.953 0.046 -0.930  0.22
2 Br 5.647 -2.166 -0.502  -0.03
3 O -0.506 0.021 -2.679  -0.39
4 O 1.555 -0.073 -3.359  -0.38
5 N 0.701 -0.003 -2.491  0.42
6 C 0.162 0.060 -0.057  -0.71
7 C 1.134 0.060 -1.157  0.11
8 H -0.036 1.079 0.290  0.25
9 H -0.785 -0.352 -0.412  0.27
10 H 0.538 -0.505 0.796  0.25

Forces on the atoms, in the same order (eV/Å):
0.1 0.1 0.4
-0.1 0.0 0.0
-0.4 0.0 -0.2
-0.1 0.0 -0.5
0.2 0.0 -0.4
-0.2 0.0 0.2
0.4 -0.2 0.4
0.0 0.0 0.0
0.2 0.0 0.1
0.0 0.0 -0.1